# 1
{"formula": "C19H24N", "method": "ωB97M-V with the def2-TZVPD basis set", "symbols": ["C", "C", "C", "C", "C", "C", "C", "C", "C", "C", "C", "C", "N", "C", "C", "C", "C", "C", "C", "C", "H", "H", "H", "H", "H", "H", "H", "H", "H", "H", "H", "H", "H", "H", "H", "H", "H", "H", "H", "H", "H", "H", "H", "H"], "xyz": [[1.5267, 4.5794, 2.4094], [1.1420, 3.1818, 2.0070], [2.1317, 2.2862, 1.5932], [1.7829, 1.0212, 1.1305], [0.4294, 0.6414, 1.0551], [0.1267, -0.6638, 0.3206], [-0.9818, -1.5515, 0.8766], [-0.6570, -2.9059, 1.0740], [-1.6699, -3.8564, 1.2135], [-2.9963, -3.4231, 1.3151], [-3.2946, -2.0635, 1.3252], [-2.2960, -1.1183, 1.0474], [-0.1723, -0.4062, -1.1256], [-0.4320, -1.6712, -1.9529], [0.9576, -2.0337, -2.4525], [1.6106, -0.6862, -2.7636], [0.8811, 0.3978, -1.9478], [0.1450, 1.4041, -2.8181], [-0.5244, 1.4487, 1.6767], [-0.1797, 2.7314, 2.1026], [0.6420, 5.1890, 2.6257], [2.1732, 4.5832, 3.2997], [2.0898, 5.0782, 1.6090], [3.1820, 2.5725, 1.6318], [2.5469, 0.3139, 0.8055], [1.0578, -1.2430, 0.3055], [0.3929, -3.1963, 1.0289], [-1.4131, -4.9118, 1.2558], [-3.7943, -4.1541, 1.4369], [-4.3119, -1.7135, 1.5429], [-2.5709, -0.0618, 0.9568], [-1.0325, 0.1360, -1.0852], [-1.1143, -1.4114, -2.7757], [-0.8986, -2.4252, -1.3364], [0.8826, -2.6500, -3.3517], [1.5060, -2.6097, -1.6920], [1.4815, -0.4645, -3.8351], [2.6871, -0.6755, -2.5708], [1.5319, 0.8940, -1.2261], [0.8523, 2.1238, -3.2557], [-0.3699, 0.8752, -3.6333], [-0.5780, 1.9811, -2.2285], [-1.5323, 1.0729, 1.8756], [-0.9398, 3.3849, 2.5304]], "smiles": "Cc1ccc([C@@H](c2ccccc2)[N@@H+]2CCC[C@H]2C)cc1", "e_lumo_ev": -2.302, "orbital_gap_ev": 9.75, "charge": 1, "total_energy_ha": -792.9338, "relative_energy_ev": 0.000, "multiplicity": 1}


# 2
{"formula": "C31H35BrN2O4", "method": "ωB97M-V with the def2-TZVPD basis set", "symbols": ["C", "C", "O", "C", "O", "C", "C", "C", "C", "C", "Br", "C", "C", "C", "C", "C", "C", "C", "N", "C", "C", "O", "C", "C", "C", "C", "C", "C", "C", "C", "N", "C", "C", "O", "C", "C", "C", "C", "H", "H", "H", "H", "H", "H", "H", "H", "H", "H", "H", "H", "H", "H", "H", "H", "H", "H", "H", "H", "H", "H", "H", "H", "H", "H", "H", "H", "H", "H", "H", "H", "H", "H", "H"], "xyz": [[-6.1515, -0.2303, 2.7762], [-4.9204, 0.5296, 3.1799], [-3.8254, -0.3975, 3.3482], [-2.6630, 0.2245, 3.6417], [-2.5778, 1.4743, 3.5912], [-1.6027, -0.7152, 4.3390], [-0.4013, -0.5247, 3.5087], [0.2134, 0.7645, 3.3291], [1.5851, 0.8896, 3.0492], [2.3370, -0.2462, 2.7506], [4.2339, -0.0807, 2.4831], [1.7015, -1.4943, 2.6216], [0.3610, -1.6175, 2.9573], [-1.6696, -0.1825, 6.1245], [-2.9599, 0.0674, 6.7753], [-3.3752, -0.7628, 7.8133], [-4.5589, -0.5062, 8.5272], [-5.3507, 0.6421, 8.2935], [-6.5711, 0.8693, 8.9105], [-7.3727, -0.2750, 9.4076], [-8.8041, 0.1778, 9.6678], [-8.8247, 1.2449, 10.6251], [-8.1562, 2.4005, 10.1120], [-6.7173, 2.1162, 9.6942], [-4.7936, 1.5733, 7.3677], [-3.7077, 1.2603, 6.5398], [-0.5495, -0.6651, 6.9708], [0.4614, -1.3796, 6.3398], [1.5669, -1.8640, 7.0966], [1.7199, -1.6049, 8.4714], [2.7199, -2.1992, 9.2263], [3.4057, -3.3249, 8.6126], [4.1944, -4.0858, 9.6430], [5.1209, -3.2165, 10.2828], [4.4698, -2.1737, 10.9961], [3.5339, -1.3491, 10.1169], [0.7413, -0.7467, 9.0503], [-0.3926, -0.3093, 8.3277], [-7.0104, 0.4334, 2.8940], [-6.1067, -0.5243, 1.7237], [-6.3218, -1.1169, 3.3973], [-4.6755, 1.3077, 2.4445], [-5.0650, 1.0046, 4.1563], [-1.9483, -1.7644, 4.3411], [-0.3841, 1.6732, 3.4097], [2.0713, 1.8703, 3.1164], [2.3086, -2.3476, 2.3213], [-0.1181, -2.5865, 2.7606], [-1.2602, 0.6358, 5.3954], [-2.7195, -1.5572, 8.1805], [-4.8821, -1.2196, 9.3079], [-7.3666, -1.0644, 8.6513], [-6.9369, -0.6660, 10.3530], [-9.2635, 0.4887, 8.7168], [-9.3870, -0.6273, 10.1337], [-8.7121, 2.8128, 9.2513], [-8.1649, 3.1118, 10.9506], [-6.1143, 2.0451, 10.6230], [-6.3406, 2.9402, 9.0905], [-5.3326, 2.5193, 7.2304], [-3.3409, 2.0343, 5.8486], [0.4543, -1.6245, 5.2999], [2.3122, -2.4823, 6.6031], [4.0941, -2.9870, 7.8236], [2.6733, -3.9916, 8.1709], [3.5161, -4.5252, 10.3774], [4.8090, -4.8629, 9.1803], [5.2903, -1.5456, 11.3756], [3.8987, -2.6064, 11.8351], [4.1676, -0.6675, 9.5284], [2.8731, -0.7559, 10.7410], [0.7979, -0.4718, 10.1026], [-1.1398, 0.3361, 8.8146]], "smiles": "CCOC(=O)[C@@H](c1ccc(Br)cc1)C(c1ccc(N2CCOCC2)cc1)c1ccc(N2CCOCC2)cc1", "e_lumo_ev": 0.152, "orbital_gap_ev": 7.54, "total_energy_ha": -4186.6354, "multiplicity": 1}


# 3
{"formula": "C26H23AuF10N4", "method": "ωB97M-V with the def2-TZVPD basis set", "symbols": ["Au", "C", "N", "C", "C", "N", "C", "C", "F", "C", "F", "C", "F", "C", "F", "C", "F", "C", "C", "N", "C", "C", "F", "C", "F", "C", "F", "C", "F", "C", "F", "H", "H", "H", "H", "H", "H", "H", "H", "H", "H", "H", "C", "N", "C", "C", "C", "C", "C", "C", "C", "C", "H", "H", "H", "H", "H", "H", "H", "H", "H", "H", "H", "H"], "xyz": [[0.0726, 0.5848, -0.6027], [0.4754, 3.4975, 0.1825], [0.0970, 2.6995, -0.9905], [1.1311, 2.7317, -2.0388], [2.4083, 2.0723, -1.5472], [2.1600, 0.8128, -0.8202], [3.2809, 0.0653, -0.5393], [3.2419, -1.1003, 0.2532], [2.0864, -1.5009, 0.8049], [4.3254, -1.9052, 0.5457], [4.1401, -2.9912, 1.2997], [5.5871, -1.5921, 0.0867], [6.6443, -2.3611, 0.3607], [5.7040, -0.4429, -0.6634], [6.9034, -0.0761, -1.1228], [4.6069, 0.3509, -0.9580], [4.9356, 1.4513, -1.6787], [-1.2660, 3.0573, -1.4633], [-2.2795, 2.1923, -0.7241], [-1.9065, 0.8099, -1.0237], [-2.8607, -0.1895, -0.8870], [-2.8736, -1.2210, -1.8377], [-2.0369, -1.1618, -2.8753], [-3.7284, -2.2998, -1.7593], [-3.6803, -3.2661, -2.6759], [-4.6659, -2.3657, -0.7395], [-5.5046, -3.3977, -0.6596], [-4.7261, -1.3397, 0.1816], [-5.6277, -1.3751, 1.1665], [-3.8349, -0.2813, 0.1033], [-3.9333, 0.6670, 1.0540], [0.6683, 4.5338, -0.1134], [1.3651, 3.0779, 0.6471], [-0.3389, 3.4785, 0.9030], [1.3280, 3.7595, -2.3651], [0.7288, 2.1715, -2.8843], [2.9666, 2.7804, -0.9222], [3.0115, 1.9161, -2.4393], [-1.3231, 2.8121, -2.5235], [-1.4351, 4.1297, -1.3361], [-3.2871, 2.3971, -1.0979], [-2.2786, 2.4398, 0.3443], [-1.2645, 1.3665, 2.8160], [-0.3498, 0.4140, 2.1980], [0.9365, 0.5102, 2.8780], [-0.8966, -0.9450, 2.2270], [-0.7196, -1.8032, 0.9780], [-1.0757, -3.1448, 1.1026], [-0.9001, -4.0461, 0.0658], [-0.3304, -3.6168, -1.1231], [0.0135, -2.2813, -1.2733], [-0.2042, -1.3735, -0.2436], [-1.4196, 1.1535, 3.8855], [-2.2300, 1.3504, 2.3196], [-0.8491, 2.3731, 2.7453], [0.8299, 0.3491, 3.9622], [1.3571, 1.5058, 2.7229], [1.6352, -0.2195, 2.4862], [-1.9656, -0.8873, 2.4531], [-0.4475, -1.4988, 3.0619], [-1.4885, -3.4908, 2.0453], [-1.1890, -5.0813, 0.1928], [-0.1617, -4.3129, -1.9347], [0.4384, -1.9428, -2.2096]], "e_lumo_ev": 0.000, "orbital_gap_ev": 7.61, "total_energy_ha": -2357.7834, "multiplicity": 1}


# 4
{"formula": "C6H13BrOSi", "method": "ωB97M-V with the def2-TZVPD basis set", "symbols": ["C", "C", "C", "C", "C", "C", "O", "Si", "Br", "H", "H", "H", "H", "H", "H", "H", "H", "H", "H", "H", "H", "H"], "xyz": [[-0.0693, -0.1042, -1.1057], [-0.8159, -3.8404, -3.0309], [1.3363, 1.9188, 1.0700], [-1.1826, 0.5149, 1.6058], [1.5382, -1.1338, 1.2105], [-0.6580, -3.3749, -1.7721], [0.6962, -0.6229, -1.7887], [0.4558, 0.3414, 0.6646], [-1.8035, -3.0051, -0.2945], [-1.3728, -0.1179, -1.4886], [-0.1025, -4.4349, -3.5357], [-1.6853, -3.6012, -3.6927], [2.5147, 1.9698, 0.8293], [0.9157, 2.7923, 0.5748], [1.3369, 2.0052, 2.1912], [-1.3028, 0.7222, 2.7232], [-1.8337, 1.2265, 1.0888], [-1.7912, -0.4154, 1.4683], [2.2951, -1.5805, 0.6300], [1.9725, -1.0005, 2.2468], [1.0302, -1.9900, 1.4298], [0.2559, -3.4862, -1.2662]], "e_lumo_ev": 0.588, "orbital_gap_ev": 9.36, "total_energy_ha": -3175.0502, "relative_energy_ev": 1.772, "multiplicity": 1}


# 5
{"formula": "C4H5NO", "method": "ωB97M-V with the def2-TZVPD basis set", "symbols": ["N", "C", "C", "C", "C", "O", "H", "H", "H", "H", "H"], "xyz": [[-0.7560, -0.2672, 1.8061], [-0.2016, -0.2592, 0.5984], [0.9646, -0.0051, 0.2849], [0.8201, 0.1944, -1.1836], [-0.4730, 0.1314, -1.5908], [-1.2121, -0.2443, -0.5488], [-0.2045, 0.1669, 2.5739], [-1.6671, 0.0203, 1.7593], [1.9327, -0.3337, 0.6689], [1.8327, 0.1799, -1.8120], [-1.0358, 0.4165, -2.5562]], "smiles": "Nc1ccco1", "e_lumo_ev": 0.990, "orbital_gap_ev": 8.72, "total_energy_ha": -285.3134, "relative_energy_ev": 2.754, "multiplicity": 1}